# 1
DFT (ωB97M-V/def2-TZVPD) results for a molecular structure, C45H22AgF15GeN4S2Te.

The largest force on an atom is 1.8 eV/Å. The calculation puts the lowest unoccupied orbital energy at 0.1406 hartree. The charge is -2. The value obtained for the HOMO-LUMO gap is 6.013 eV. As for the HOMO energy: -2.19 eV.

```
91
Properties=species:S:1:pos:R:3:forces:R:3
Te 0.695 3.771 0.869 -0.4 1.8 -0.1
Ag -0.539 0.934 0.751 -0.9 -0.2 0.8
Ge 0.406 -3.473 0.440 0.3 -0.5 0.0
S 0.197 -1.486 -0.189 -0.1 -0.5 0.1
S 0.627 1.214 3.370 -0.3 0.0 -0.1
F 4.184 -4.852 -4.206 -0.3 0.1 0.4
F 0.073 -3.594 5.695 0.2 0.0 -0.3
F 3.206 -5.022 1.467 0.1 -0.1 0.2
F -4.267 -7.520 0.643 0.3 0.3 0.0
F -4.776 -4.906 0.065 0.3 -0.1 0.1
F 1.721 -6.043 -4.109 0.1 0.2 0.2
F 0.342 -6.535 0.968 -0.2 -0.3 0.0
F 4.078 -5.439 3.999 -0.2 0.1 -0.1
F -2.709 -3.125 -0.065 -0.3 -0.2 0.1
F -1.700 -8.354 1.068 -0.1 0.3 0.0
F 2.545 -4.674 6.118 -0.2 0.0 -0.4
F 3.323 -2.816 -0.029 0.3 0.0 -0.4
F 4.986 -3.219 -2.165 -0.3 -0.1 0.0
F -0.797 -3.212 3.102 0.1 0.1 0.4
F 0.066 -5.564 -1.998 0.3 -0.1 -0.3
N 1.840 1.444 0.618 0.0 -0.9 -1.1
N 3.189 1.460 3.841 0.4 0.0 0.1
N 0.178 1.476 -1.642 0.5 -0.3 0.0
N 2.701 1.315 1.629 1.6 0.0 -0.1
C -6.102 1.862 1.478 0.0 0.0 0.0
C 3.775 -3.807 -2.107 0.2 -0.1 -0.3
C 3.179 3.885 -0.885 0.2 0.0 0.2
C 2.105 -4.464 4.862 -0.1 0.0 -0.2
C 2.243 1.003 -0.530 0.7 -0.1 1.5
C -7.472 1.884 1.301 -0.1 0.1 0.0
C -8.076 1.037 0.385 -0.3 0.0 0.0
C 0.836 8.200 1.333 0.1 0.2 0.1
C -0.093 1.042 -3.976 0.2 0.0 -0.1
C -1.946 -7.053 0.804 -0.1 -0.2 0.0
C 1.014 6.834 1.467 0.1 -0.2 0.2
C 2.001 0.624 -2.936 0.1 0.1 0.4
C -0.848 7.804 -0.317 -0.1 0.1 -0.1
C 2.113 -5.233 -3.102 0.3 0.0 -0.3
C 1.801 4.019 -0.933 0.0 0.0 0.4
C 1.226 0.618 -4.073 -0.2 0.0 0.0
C -3.509 -5.296 0.294 -0.2 -0.3 0.0
C 2.238 1.345 2.852 -0.8 -0.1 0.3
C 2.890 -4.839 3.777 0.1 0.0 0.2
C 0.272 5.931 0.716 0.2 -0.5 0.1
C -2.453 -4.396 0.238 0.3 0.1 0.0
C -0.922 -6.122 0.750 -0.1 0.4 0.0
C 1.940 4.291 -3.315 0.0 0.1 -0.2
C -3.254 -6.633 0.582 0.1 0.2 0.0
C 1.212 -4.008 2.233 0.0 0.3 0.0
C 1.679 -4.216 -0.934 0.0 0.1 -0.5
C 2.438 -4.604 2.485 -0.4 0.1 0.0
C 3.935 3.936 -2.042 0.2 0.0 -0.1
C 3.314 4.126 -3.265 0.1 0.0 -0.1
C -0.094 8.692 0.433 0.0 0.2 0.0
C -7.297 0.151 -0.347 -0.1 0.0 -0.1
C -0.553 1.466 -2.739 -0.2 0.0 -0.1
C -2.669 1.037 0.849 0.2 0.0 -0.1
C -1.143 -4.784 0.472 0.1 0.1 0.0
C 3.368 -4.633 -3.153 -0.2 0.0 0.1
C 2.929 -3.612 -1.033 -0.4 -0.2 0.4
C 0.435 -3.691 3.337 0.0 -0.1 -0.4
C 1.291 -4.994 -2.013 0.0 0.1 0.6
C -5.302 0.990 0.730 0.1 0.0 -0.1
C 1.447 1.047 -1.717 -0.6 0.1 -1.3
C 1.189 4.244 -2.154 -0.1 0.1 0.0
C -0.668 6.440 -0.169 -0.1 -0.2 0.0
C -5.928 0.122 -0.174 -0.1 0.0 0.0
C 0.851 -3.898 4.642 0.1 -0.1 0.3
C -3.888 1.000 0.830 0.0 0.1 0.1
H -1.273 5.752 -0.746 -0.1 0.0 -0.1
H -1.582 8.180 -1.019 0.0 0.0 0.0
H -9.148 1.065 0.241 -0.1 0.0 0.0
H -5.310 -0.565 -0.735 0.0 0.0 0.0
H 3.219 0.525 -0.596 0.1 0.1 0.0
H 4.142 1.307 3.551 0.0 -0.1 -0.1
H -8.080 2.575 1.875 0.0 0.0 0.0
H 1.427 8.885 1.929 0.0 0.0 0.0
H 3.661 3.715 0.071 0.0 -0.1 0.0
H 1.449 4.433 -4.269 -0.1 0.0 0.0
H 1.628 0.277 -5.020 0.0 0.0 0.0
H -0.230 9.761 0.316 0.0 0.0 0.0
H 0.115 4.350 -2.201 -0.1 0.0 0.0
H 3.031 0.304 -2.964 0.2 -0.1 0.0
H 5.010 3.814 -1.994 0.1 0.0 0.0
H -0.746 1.033 -4.836 -0.1 0.0 0.0
H 3.900 4.141 -4.177 0.0 0.0 0.0
H 1.747 6.451 2.168 0.0 0.0 0.0
H -1.570 1.812 -2.618 -0.2 0.0 0.0
H -7.765 -0.515 -1.062 0.0 0.0 0.0
H 2.928 1.044 4.719 -0.1 0.1 0.0
H -5.629 2.523 2.190 0.1 0.0 0.0
```
Forces are in eV/Å.

Electronic structure analysis, Mulliken charges in units of e: atom 1 (Te): 0.4703, atom 2 (Ag): 0.3416, atom 3 (Ge): 0.5111, atom 4 (S): -0.2062, atom 5 (S): -0.5123, atom 6 (F): -0.3346, atom 7 (F): -0.3129, atom 8 (F): -0.2979, atom 9 (F): -0.3273, atom 10 (F): -0.3129, atom 11 (F): -0.3267, atom 12 (F): -0.3847, atom 13 (F): -0.3234, atom 14 (F): -0.2040, atom 15 (F): -0.3333, atom 16 (F): -0.3283, atom 17 (F): -0.3946, atom 18 (F): -0.3434, atom 19 (F): -0.2800, atom 20 (F): -0.2789, atom 21 (N): 1.6588, atom 22 (N): -0.5023, atom 23 (N): 0.6281, atom 24 (N): -1.7845, atom 25 (C): -0.4849, atom 26 (C): -0.0894, atom 27 (C): -0.1345, atom 28 (C): 0.6470, atom 29 (C): -1.7757, atom 30 (C): -0.3463, atom 31 (C): -0.4128, atom 32 (C): -0.5301, atom 33 (C): -0.6446, atom 34 (C): 0.1291, atom 35 (C): -0.2487, atom 36 (C): -1.2007, atom 37 (C): -0.6384, atom 38 (C): -0.0545, atom 39 (C): 0.0652, atom 40 (C): -0.6598, atom 41 (C): 0.0219, atom 42 (C): 0.1424, atom 43 (C): 0.0379, atom 44 (C): -0.2380, atom 45 (C): -0.1335, atom 46 (C): 0.4257, atom 47 (C): -0.6489, atom 48 (C): 0.5455, atom 49 (C): -0.4485, atom 50 (C): -0.2743, atom 51 (C): 0.5769, atom 52 (C): -0.6586, atom 53 (C): -0.4590, atom 54 (C): -0.3551, atom 55 (C): -0.4136, atom 56 (C): -0.9963, atom 57 (C): -0.8187, atom 58 (C): 0.1533, atom 59 (C): 0.6677, atom 60 (C): 0.4430, atom 61 (C): 0.4415, atom 62 (C): 0.4963, atom 63 (C): 0.8619, atom 64 (C): 2.3272, atom 65 (C): -0.1807, atom 66 (C): -0.1051, atom 67 (C): -0.4860, atom 68 (C): -0.1099, atom 69 (C): -0.2114, atom 70 (H): 0.3789, atom 71 (H): 0.3504, atom 72 (H): 0.3419, atom 73 (H): 0.4979, atom 74 (H): 0.0240, atom 75 (H): 0.2403, atom 76 (H): 0.3405, atom 77 (H): 0.3520, atom 78 (H): 0.3523, atom 79 (H): 0.3677, atom 80 (H): 0.4494, atom 81 (H): 0.3367, atom 82 (H): 0.2783, atom 83 (H): 0.5575, atom 84 (H): 0.3861, atom 85 (H): 0.4555, atom 86 (H): 0.3807, atom 87 (H): 0.3196, atom 88 (H): 0.5054, atom 89 (H): 0.3505, atom 90 (H): 0.2490, atom 91 (H): 0.4388

---

# 2
DFT (ωB97M-V/def2-TZVPD) results for a molecular structure, C45H26F15GeN5O3SSeW.

The largest force on an atom is 2.1 eV/Å. The expectation value of S² is 2.021. The calculation puts the lowest unoccupied orbital energy (alpha / beta) at -0.2292 / -0.2801 hartree. Its multiplicity is 3. The charge is +2. The value obtained for the HOMO-LUMO gap (alpha / beta) is 7.024 / 5.228 eV. As for the HOMO energy (alpha / beta): -13.26 / -12.85 eV.

```
98
Properties=species:S:1:pos:R:3:forces:R:3
W -0.388 -0.301 0.731 1.9 0.1 0.9
Se 1.169 -0.681 2.985 -0.1 0.0 0.3
Ge 2.241 -3.171 -4.026 0.4 -1.2 -0.7
S 1.356 -1.535 -2.873 0.1 0.3 0.0
F 7.095 -2.586 -6.317 0.0 0.0 0.0
F 5.498 -5.478 -0.501 0.0 0.0 0.0
F 1.371 -7.598 -1.244 0.0 -0.1 0.0
F 0.658 -5.638 -2.928 0.0 -0.2 0.0
F 4.716 -3.438 -2.132 0.1 -0.1 0.1
F 1.842 -1.284 -6.109 0.1 0.2 -0.1
F -0.923 -3.001 -4.680 -0.2 0.0 -0.1
F 2.949 -5.390 -5.808 0.0 -0.2 -0.1
F -2.371 -4.510 -6.398 0.0 0.0 -0.1
F 3.817 -7.549 -0.062 0.0 -0.1 0.0
F 3.455 -0.102 -7.964 0.0 0.0 0.0
F 5.472 -3.798 -4.531 0.2 0.0 -0.1
F -1.150 -6.463 -7.845 0.0 0.0 0.0
F 6.101 -0.734 -8.016 0.1 0.0 -0.1
F 1.503 -6.936 -7.533 0.0 0.0 -0.1
O 0.988 -1.972 0.303 -0.6 0.0 -0.4
O -1.414 3.501 2.352 0.2 0.4 -0.3
O -2.508 -0.723 -2.818 0.2 0.3 -0.4
N -1.167 -0.956 -1.064 -0.3 -0.1 -0.7
N -1.085 1.340 -0.399 -0.2 0.2 -0.2
N 2.995 -2.795 0.958 -0.2 0.0 0.0
N -1.000 1.318 2.088 -0.4 0.2 -0.3
N 1.534 0.923 0.558 0.2 0.4 0.0
C -1.807 -2.825 2.397 0.0 0.2 0.1
C 2.423 -3.765 1.883 -0.1 -0.1 0.1
C 2.252 -2.001 0.234 0.0 0.0 -0.1
C 5.813 -2.259 -6.261 0.0 0.0 0.0
C -1.118 2.503 1.561 0.0 -0.6 0.4
C 5.305 -1.315 -7.143 -0.1 0.0 0.1
C 3.957 -4.536 -2.023 -0.2 0.1 0.0
C -2.058 0.440 4.163 0.1 -0.1 -0.1
C -1.730 -2.206 1.149 -0.5 0.0 0.1
C -1.164 1.491 3.557 -0.1 -0.1 0.2
C 0.919 -5.953 -6.866 0.0 0.0 0.0
C -3.734 -1.461 5.306 0.0 -0.1 0.0
C -1.093 2.591 0.126 0.0 0.2 -0.2
C -1.506 3.588 -2.004 0.0 0.0 0.0
C 4.443 -2.641 0.998 0.3 0.1 0.1
C -1.971 -4.197 2.485 -0.1 0.1 0.0
C 2.753 -4.573 -2.704 -0.2 0.5 -0.2
C -1.845 -2.985 -0.018 0.0 0.3 0.0
C -4.079 -0.870 4.098 0.0 0.1 -0.1
C 3.484 -6.610 -0.928 -0.1 0.1 -0.1
C -2.771 -2.070 -2.322 -0.1 -0.4 0.2
C -1.998 -4.357 0.084 0.0 0.1 0.0
C 4.976 -2.855 -5.330 -0.2 0.1 0.0
C -3.245 0.080 3.528 0.0 0.1 0.1
C -1.468 1.222 -1.699 0.0 0.2 0.1
C -2.084 -4.960 1.331 0.0 -0.1 0.0
C -0.442 -5.717 -7.019 0.1 0.0 0.1
C -1.062 -4.711 -6.290 0.0 0.1 0.1
C -1.679 -0.171 -1.962 0.0 -0.4 0.5
C 2.240 -6.641 -1.541 0.0 0.0 0.0
C 3.157 -1.586 -6.161 0.1 -0.1 0.2
C 1.897 -5.627 -2.418 0.0 0.2 0.1
C -1.256 3.727 -0.641 0.0 -0.1 0.0
C -1.722 2.923 3.647 -0.2 -0.2 0.3
C 1.048 -4.139 -5.266 0.2 0.2 0.3
C 3.640 -2.505 -5.243 -0.3 0.1 0.3
C -0.306 -3.942 -5.426 0.2 -0.1 0.0
C -1.688 2.318 -2.522 -0.1 -0.1 0.1
C 1.639 -5.158 -5.994 -0.1 0.2 0.1
C 4.345 -5.548 -1.163 0.1 0.1 0.1
C 1.574 0.370 1.605 0.7 0.3 -0.2
C -1.607 -2.319 -1.344 0.1 -0.2 0.0
C -2.550 -1.109 5.939 0.0 0.0 0.0
C 3.956 -0.983 -7.110 0.0 0.0 0.0
C -1.707 -0.167 5.364 0.0 0.0 0.0
H -2.021 2.155 -3.538 0.1 0.0 0.0
H -2.794 -2.749 -3.166 0.1 0.0 0.0
H 2.808 -4.759 1.654 0.1 0.0 -0.1
H -0.780 0.102 5.856 0.0 0.0 0.0
H -0.179 1.448 4.021 0.0 0.0 0.0
H 4.803 -2.097 0.130 -0.1 0.0 -0.1
H -2.805 2.929 3.774 0.0 0.1 -0.1
H -3.744 -2.060 -1.826 0.0 0.1 0.0
H -2.287 -1.560 6.886 0.0 0.0 0.0
H -2.235 -6.029 1.401 0.0 0.0 0.0
H -1.262 3.530 4.420 0.1 0.0 -0.1
H 2.782 -1.355 -0.469 0.1 0.1 0.1
H 1.340 -3.768 1.793 0.0 0.0 0.0
H -1.760 -2.232 3.300 0.0 0.0 0.0
H 2.708 -3.515 2.905 0.0 0.0 0.0
H -2.004 -1.048 1.112 -1.0 -0.9 0.1
H 4.726 -2.093 1.899 -0.1 0.0 0.0
H -5.002 -1.145 3.604 0.0 0.0 0.0
H -1.615 4.462 -2.629 -0.1 0.0 0.0
H -1.216 4.698 -0.167 0.0 0.0 0.0
H -0.796 -2.847 -1.858 0.0 0.0 0.0
H -2.056 -4.956 -0.817 0.0 0.0 0.0
H 4.923 -3.615 1.039 0.0 -0.1 -0.1
H -2.046 -4.662 3.459 0.0 0.0 0.0
H -3.522 0.555 2.593 0.0 0.0 0.0
H -4.386 -2.200 5.752 0.0 0.0 0.0
```
Forces are in eV/Å.

Electronic structure analysis, Mulliken charges in units of e: atom 1 (W): 0.7006, atom 2 (Se): -0.1156, atom 3 (Ge): 0.9185, atom 4 (S): -0.3743, atom 5 (F): -0.2712, atom 6 (F): -0.3831, atom 7 (F): -0.2997, atom 8 (F): -0.3834, atom 9 (F): -0.5337, atom 10 (F): -0.2771, atom 11 (F): -0.1108, atom 12 (F): -0.3331, atom 13 (F): -0.2950, atom 14 (F): -0.3048, atom 15 (F): -0.2700, atom 16 (F): -0.2938, atom 17 (F): -0.2716, atom 18 (F): -0.2696, atom 19 (F): -0.2741, atom 20 (O): -0.2150, atom 21 (O): -0.4705, atom 22 (O): -0.4539, atom 23 (N): 1.0045, atom 24 (N): 0.0069, atom 25 (N): 0.8844, atom 26 (N): 0.0278, atom 27 (N): -0.5369, atom 28 (C): -0.0868, atom 29 (C): -1.0454, atom 30 (C): -0.7697, atom 31 (C): 0.1397, atom 32 (C): 0.3836, atom 33 (C): 0.6340, atom 34 (C): 0.0859, atom 35 (C): 0.5445, atom 36 (C): 0.0379, atom 37 (C): -0.7854, atom 38 (C): 0.2296, atom 39 (C): -0.5455, atom 40 (C): 0.2855, atom 41 (C): -0.6663, atom 42 (C): -1.0884, atom 43 (C): -1.2246, atom 44 (C): -0.0539, atom 45 (C): -0.1304, atom 46 (C): -0.6967, atom 47 (C): 0.6400, atom 48 (C): -0.4333, atom 49 (C): -0.4864, atom 50 (C): 0.3118, atom 51 (C): -0.3260, atom 52 (C): 0.0753, atom 53 (C): -0.8276, atom 54 (C): 0.6244, atom 55 (C): -0.0272, atom 56 (C): 0.3044, atom 57 (C): 0.3060, atom 58 (C): 0.1181, atom 59 (C): 0.5683, atom 60 (C): -0.6507, atom 61 (C): -0.5355, atom 62 (C): -0.3129, atom 63 (C): -0.0566, atom 64 (C): 0.0697, atom 65 (C): -0.8932, atom 66 (C): 0.5247, atom 67 (C): 0.2034, atom 68 (C): 0.1313, atom 69 (C): 2.3396, atom 70 (C): -0.7347, atom 71 (C): -0.0316, atom 72 (C): -0.4123, atom 73 (H): 0.6051, atom 74 (H): 0.3577, atom 75 (H): 0.3636, atom 76 (H): 0.4851, atom 77 (H): 0.8202, atom 78 (H): 0.3576, atom 79 (H): 0.3832, atom 80 (H): 0.3750, atom 81 (H): 0.4450, atom 82 (H): 0.4612, atom 83 (H): 0.3214, atom 84 (H): 0.7071, atom 85 (H): 0.2025, atom 86 (H): 0.4939, atom 87 (H): 0.3318, atom 88 (H): -0.3439, atom 89 (H): 0.3385, atom 90 (H): 0.4474, atom 91 (H): 0.4906, atom 92 (H): 0.5677, atom 93 (H): -1.1086, atom 94 (H): 0.6024, atom 95 (H): 0.3842, atom 96 (H): 0.5313, atom 97 (H): 0.3736, atom 98 (H): 0.4643